(1)
Density functional theory data (the ωB97M-V functional and the def2-TZVPD basis) for a structure of composition C5H5NO2.

Its total energy is -398.61275 Ha. Its spin multiplicity is 1. For the energy above the lowest of the compared OMol25 structures with the same formula, charge and spin, the calculation gives 104.0 kcal/mol.

The geometry in XYZ format:
```
13
Properties=species:S:1:pos:R:3:forces:R:3
C -1.390 1.910 -1.335 -1.4 2.6 2.1
C -0.790 0.886 -1.703 3.4 -6.9 0.7
C -0.501 -1.231 0.439 -1.9 -2.2 0.7
C 0.760 -1.085 1.259 1.4 0.3 -2.1
C 0.967 0.239 0.421 -0.1 -0.3 0.8
N -0.415 0.036 -0.020 -0.1 3.7 -4.0
O -1.353 -2.084 0.397 0.6 0.4 -0.5
O -1.868 2.766 -0.727 -0.6 1.0 -0.3
H -0.360 0.307 -2.558 -0.8 1.1 1.1
H 0.586 -1.122 2.278 -0.4 0.6 2.0
H 1.557 -1.808 1.052 -0.4 -0.1 -0.2
H 1.164 1.232 0.879 0.0 -0.9 -0.3
H 1.643 -0.046 -0.381 0.4 0.6 0.0
```
Forces are in eV/Å.


(2)
Density functional theory data (the ωB97M-V functional and the def2-TZVPD basis) for a structure of composition C17H30BrCaN9O5S.

Its total energy is -5184.76761 Ha. Its spin multiplicity is 1. As for the total charge: -2. For the energy above the lowest of the compared OMol25 structures with the same formula, charge and spin, the calculation gives 37.8 kcal/mol.

The geometry in XYZ format:
```
64
Properties=species:S:1:pos:R:3:forces:R:3
Ca 0.029 0.170 -0.153 -0.4 -0.1 1.4
C -3.310 2.764 -4.626 0.0 0.0 0.1
C -2.084 1.949 -4.313 -0.1 0.1 0.0
C -1.254 1.468 -5.315 0.0 0.0 0.0
C -0.143 0.697 -5.002 0.0 0.0 0.1
C 0.079 0.458 -3.657 0.0 0.0 0.1
Br 1.487 -0.561 -2.948 0.5 -0.3 -0.3
N -0.690 0.908 -2.684 -0.2 0.3 -0.2
C -1.769 1.639 -2.991 0.2 -0.3 0.1
H -3.429 2.911 -5.701 0.0 0.0 0.0
H -3.261 3.745 -4.147 0.0 0.0 0.0
H -4.208 2.275 -4.244 0.0 0.0 0.0
H -1.482 1.686 -6.354 0.0 0.0 0.0
H 0.513 0.294 -5.759 0.0 0.0 0.0
H -2.352 1.844 -2.070 0.0 0.1 -0.2
C 4.772 2.404 1.212 0.0 0.0 -0.1
N 3.682 3.220 1.719 0.2 0.0 0.2
C 3.919 3.635 3.097 0.0 0.0 0.0
C 2.395 2.667 1.479 -0.5 -0.1 0.1
N 2.159 1.562 0.908 -0.8 0.4 -0.2
N 1.376 3.460 1.966 0.0 0.2 -0.2
C -0.056 3.142 1.819 0.2 -0.3 -0.2
N -0.741 4.297 2.411 0.0 0.1 0.3
N -0.576 2.156 1.319 -0.2 -0.2 -0.2
H 5.708 2.950 1.345 0.0 0.0 0.0
H 4.631 2.213 0.149 0.0 0.0 0.0
H 4.855 1.432 1.717 0.0 0.0 0.0
H 4.940 4.013 3.182 0.0 0.0 0.0
H 3.799 2.806 3.808 0.0 0.0 0.0
H 3.241 4.431 3.394 0.0 0.0 0.0
H 2.923 0.945 0.738 0.7 -0.6 -0.2
H 1.569 4.450 1.942 0.0 0.0 0.0
H -0.452 4.381 3.384 0.0 0.1 0.0
H -1.720 4.033 2.417 0.0 0.0 -0.1
H -2.315 1.489 0.358 -0.1 -0.3 -0.2
O 2.387 -3.341 -0.255 0.0 0.1 0.0
S 2.115 -2.161 0.578 -0.3 -0.1 0.0
O 2.828 -2.219 1.860 0.0 0.1 -0.1
O 2.465 -0.903 -0.175 0.2 0.2 -0.3
O 0.628 -2.011 0.803 0.0 0.2 -0.1
C -5.809 -2.102 -1.031 0.2 -0.1 0.2
C -4.648 -1.503 -1.817 0.0 0.1 -0.1
N -3.531 -1.242 -0.967 0.1 -0.6 0.4
C -3.219 -2.095 0.066 0.1 0.5 -0.3
N -2.195 -1.804 0.781 0.1 0.2 0.4
C -2.017 -2.564 2.001 0.1 -0.2 -0.3
C -2.211 -4.047 1.704 0.0 0.0 -0.1
C -3.629 -4.263 1.194 -0.1 0.0 0.0
N -4.041 -3.202 0.295 -0.2 0.2 -0.1
C -5.316 -3.381 -0.359 0.0 0.0 0.1
H -6.671 -2.331 -1.668 0.1 0.0 0.0
H -6.117 -1.375 -0.272 0.0 -0.1 0.0
H -4.942 -0.560 -2.290 0.0 0.0 0.0
H -4.389 -2.197 -2.635 0.0 0.0 -0.1
H -3.120 -0.233 -0.751 -0.2 0.1 0.0
H -2.737 -2.228 2.767 0.0 -0.1 0.0
H -1.005 -2.394 2.367 0.0 0.1 0.0
H -2.030 -4.685 2.575 0.0 0.0 0.0
H -1.474 -4.306 0.939 0.0 0.0 0.0
H -4.333 -4.299 2.043 0.0 0.0 0.0
H -3.725 -5.230 0.674 0.0 0.0 0.0
H -6.048 -3.721 0.391 0.0 0.0 0.0
H -5.255 -4.192 -1.108 0.0 0.1 0.0
O -2.492 1.020 -0.475 0.3 0.3 0.0
```
Forces are in eV/Å.


(3)
Density functional theory data (the ωB97M-V functional and the def2-TZVPD basis) for a cluster of 2 separate species, CH2N2O in total.

Its total energy is -223.81071 Ha. Its spin multiplicity is 3. For the energy above the lowest of the compared OMol25 structures with the same formula, charge and spin, the calculation gives 67.3 kcal/mol.

The geometry in XYZ format:
```
6
Properties=species:S:1:pos:R:3:forces:R:3
C 0.512 0.160 0.304 -2.4 -1.4 -0.8
N 1.360 -1.900 1.914 -0.1 -0.1 0.9
N 1.397 -2.492 0.973 0.1 2.0 3.4
O 1.465 -3.019 -0.030 0.1 -2.3 -4.0
H 0.603 -0.653 -0.424 1.4 0.6 -0.2
H -0.548 0.118 0.625 0.8 1.2 0.8
```
Forces are in eV/Å.


(4)
Density functional theory data (the ωB97M-V functional and the def2-TZVPD basis) for a structure of composition C25H88GaN2O17.

Its total energy is -4318.34481 Ha. Its spin multiplicity is 1. As for the total charge: -1.

The geometry in XYZ format:
```
133
Properties=species:S:1:pos:R:3:forces:R:3
C 2.448 2.004 0.504 -0.4 0.0 0.5
C 2.720 0.512 0.294 0.9 0.0 0.0
C 2.556 -0.006 -1.128 -0.4 0.2 -0.3
C 1.158 0.153 -1.788 0.3 -0.5 0.4
Ga -0.449 0.298 -0.536 0.0 0.4 0.0
C -2.151 0.128 -1.712 -0.2 -0.4 0.1
C -3.395 0.304 -0.941 0.0 0.1 0.0
N -3.710 1.297 -0.196 -0.1 0.0 0.0
C -0.431 -1.162 0.888 -0.2 0.0 -0.3
C -0.064 -2.524 0.314 -0.3 0.4 0.2
N 0.238 -3.580 1.301 0.2 0.0 -0.1
H 2.293 2.558 -0.421 0.0 -0.1 -0.1
H 3.246 2.477 1.077 0.1 0.0 -0.1
H 1.547 2.113 1.103 -0.1 0.2 -0.1
H 3.768 0.344 0.577 0.0 -0.1 0.0
H 2.143 -0.104 0.984 -0.2 0.1 0.0
H 3.291 0.498 -1.767 0.2 0.0 0.1
H 2.838 -1.067 -1.121 0.0 -0.1 0.0
H 1.207 0.957 -2.522 -0.2 0.2 0.1
H 0.989 -0.760 -2.372 -0.1 0.0 -0.1
H -0.591 1.732 0.206 0.0 0.0 0.0
H -2.160 -0.857 -2.184 0.0 0.0 -0.1
H -2.123 0.851 -2.528 0.2 0.2 0.1
H -4.147 -0.490 -1.020 0.0 -0.1 0.2
H -2.915 1.941 -0.196 0.0 0.1 0.1
H -1.430 -1.222 1.335 0.0 0.0 0.1
H 0.249 -0.863 1.691 0.1 -0.1 0.0
H 0.801 -2.429 -0.347 0.1 -0.2 0.0
H -0.904 -2.845 -0.309 0.1 -0.2 -0.1
H -0.442 -3.508 2.051 -0.1 0.0 0.0
H 1.108 -3.282 1.733 0.1 -0.2 0.1
C -6.402 2.810 1.195 0.2 -0.2 0.1
O -5.699 1.912 2.033 -0.2 0.1 0.1
H -7.208 3.245 1.784 0.0 0.0 0.0
H -5.741 3.607 0.842 -0.1 0.1 -0.1
H -6.834 2.295 0.332 0.0 0.1 -0.1
H -4.993 1.533 1.483 0.3 -0.1 -0.3
C -3.966 0.570 -5.284 0.1 -0.2 0.1
O -3.047 -0.381 -4.778 -0.1 0.1 -0.3
H -3.602 1.556 -5.007 0.0 0.0 0.0
H -4.043 0.517 -6.376 0.0 0.1 0.0
H -4.963 0.433 -4.852 0.0 0.1 0.0
H -3.361 -1.261 -5.010 0.1 -0.2 0.1
C -7.065 5.059 4.261 0.2 -0.3 0.0
O -6.811 3.930 5.088 0.0 0.1 0.1
H -7.788 5.696 4.766 0.0 0.0 0.1
H -6.150 5.631 4.088 -0.1 0.1 -0.1
H -7.483 4.738 3.304 0.0 0.2 -0.1
H -6.180 3.367 4.627 -0.1 -0.1 -0.1
C -2.754 -4.712 -4.383 0.0 0.2 0.1
O -3.269 -3.397 -4.206 -0.1 -0.1 -0.2
H -2.575 -4.857 -5.446 0.0 0.0 0.0
H -1.813 -4.838 -3.841 0.0 -0.1 0.0
H -3.476 -5.459 -4.040 0.1 -0.1 0.0
H -3.425 -3.260 -3.268 0.1 0.2 0.0
C -4.394 -4.986 -8.391 0.0 -0.2 -0.1
O -3.446 -5.936 -7.905 0.0 0.2 -0.1
H -4.043 -3.992 -8.124 0.0 0.0 0.0
H -4.481 -5.052 -9.478 0.0 0.1 0.0
H -5.377 -5.145 -7.940 0.0 0.1 0.0
H -3.766 -6.810 -8.147 0.1 -0.1 0.0
C -3.066 6.297 4.569 -0.2 0.2 0.3
O -3.559 7.626 4.772 0.0 0.0 -0.2
H -2.798 6.192 3.524 0.0 0.0 0.0
H -2.179 6.119 5.179 0.1 -0.1 -0.1
H -3.837 5.563 4.821 0.1 -0.1 0.0
H -3.792 7.710 5.698 0.0 0.0 0.0
C 4.086 1.793 4.510 -0.4 -0.3 -0.1
O 3.729 0.950 3.423 0.3 0.0 0.1
H 5.045 2.255 4.291 0.0 0.0 -0.1
H 3.330 2.571 4.642 0.2 0.1 0.2
H 4.171 1.208 5.433 0.1 0.1 0.1
H 2.874 0.558 3.627 0.0 -0.1 -0.1
C 1.069 6.355 3.589 -0.2 -0.1 -0.2
O -0.140 5.857 3.025 0.1 0.1 0.2
H 1.250 5.817 4.516 0.0 0.0 0.0
H 1.909 6.180 2.911 0.1 0.0 0.1
H 0.990 7.425 3.808 0.1 0.0 0.0
H -0.291 6.330 2.204 0.0 -0.1 -0.1
C 2.432 -3.576 4.359 0.2 0.2 -0.2
O 2.658 -2.239 3.925 0.0 -0.1 0.2
H 1.673 -3.542 5.137 0.0 0.0 0.0
H 2.072 -4.199 3.536 0.0 -0.1 0.1
H 3.347 -4.012 4.771 -0.1 -0.1 0.0
H 3.320 -2.255 3.228 0.0 0.0 -0.1
C 1.233 3.607 6.903 0.2 0.2 0.3
O 2.409 4.428 6.851 -0.1 -0.1 -0.2
H 1.095 3.152 5.926 0.0 0.1 0.0
H 1.341 2.815 7.648 -0.1 0.1 -0.2
H 0.359 4.224 7.136 -0.1 -0.1 -0.1
H 2.516 4.824 7.718 0.1 0.0 0.0
C 7.860 1.886 6.007 -0.2 0.2 0.3
O 7.438 3.230 6.217 0.1 0.0 -0.2
H 8.108 1.779 4.955 0.0 0.0 0.0
H 8.743 1.660 6.612 0.0 -0.1 -0.1
H 7.058 1.188 6.258 0.1 -0.1 -0.1
H 7.210 3.329 7.144 -0.1 0.0 0.0
C -3.792 -8.401 -5.865 -0.2 -0.1 0.0
O -4.140 -9.300 -6.919 0.1 0.1 0.0
H -2.890 -7.879 -6.169 0.0 0.0 0.0
H -4.587 -7.668 -5.710 0.1 0.1 0.1
H -3.598 -8.935 -4.931 0.0 0.0 0.0
H -4.940 -9.763 -6.662 0.0 0.0 0.0
C 2.836 3.099 -4.534 0.1 -0.1 0.1
O 2.914 3.000 -3.124 -0.1 0.2 -0.1
H 1.797 2.951 -4.821 0.0 0.0 0.1
H 3.163 4.083 -4.887 0.0 0.0 -0.1
H 3.447 2.328 -5.005 0.0 0.0 -0.1
H 3.835 3.116 -2.876 0.1 -0.2 0.0
C 3.579 -4.385 -0.835 -0.1 0.1 0.0
O 3.646 -3.520 0.288 0.2 0.0 0.0
H 3.390 -5.389 -0.462 0.0 0.0 0.0
H 2.763 -4.100 -1.504 0.0 0.0 0.0
H 4.520 -4.387 -1.395 0.0 0.0 0.0
H 3.798 -2.629 -0.043 -0.1 0.1 0.1
C -0.916 -5.973 -10.448 -0.1 0.1 0.2
O -1.421 -4.662 -10.247 0.0 -0.1 -0.1
H -0.740 -6.116 -11.512 0.0 0.1 0.0
H 0.028 -6.108 -9.913 0.0 -0.1 0.0
H -1.636 -6.722 -10.107 0.1 -0.1 0.0
H -1.573 -4.565 -9.303 -0.1 0.0 0.0
C 1.333 -0.420 8.308 -0.1 0.1 0.1
O 0.909 0.912 8.590 0.0 -0.3 0.1
H 1.583 -0.464 7.251 0.0 0.0 0.0
H 2.219 -0.686 8.892 0.0 0.0 0.0
H 0.537 -1.140 8.511 0.0 0.0 0.0
H 0.679 0.960 9.521 0.0 0.0 0.0
C 6.975 1.732 -3.750 -0.1 -0.1 -0.1
O 5.600 1.574 -4.073 0.3 0.1 0.0
H 7.093 2.717 -3.305 0.0 0.0 0.0
H 7.303 0.980 -3.027 0.0 0.0 0.0
H 7.605 1.672 -4.642 0.0 0.0 0.0
H 5.484 0.703 -4.462 -0.1 -0.1 0.0
```
Forces are in eV/Å.


Taking the records one at a time from the top gives strongest force on any atom values of 7.7 1.5 4.6 0.9 eV/A.